Formula: C3HI3O
Source: OMol25
Level of theory: ωB97M-V with the def2-TZVPD basis set

The geometry in XYZ format:
```
8
Properties=species:S:1:pos:R:3:forces:R:3
C 0.710 0.335 0.079 -0.24 -0.18 -1.88
C 1.683 1.026 -0.121 -0.29 -0.67 0.72
C -0.373 -0.535 -0.223 -2.66 2.94 1.66
O -1.807 0.685 0.432 2.26 -2.87 -0.95
I 3.555 1.574 -0.015 0.71 0.54 -0.06
I -0.483 -2.085 1.144 0.01 -0.63 0.21
I -1.059 -0.926 -2.176 0.44 0.17 0.37
H -2.226 -0.074 0.880 -0.23 0.71 -0.07
```
Positions in Å, forces in eV/Å.

Results
- electronic energy (a.u.) = -1083.0556
- gap between HOMO and LUMO (alpha / beta) (eV) = 8.8 / 8.8
- energy above the lowest of the compared OMol25 structures with the same formula, charge and spin (kcal per mole) = 57.2
- HOMO energy (alpha / beta) (Eh) = -0.350 / -0.350
- molecular weight (g/mol) = 433.75

=====

Formula: CH3FN2
Source: OMol25
Level of theory: ωB97M-V with the def2-TZVPD basis set

The geometry in XYZ format:
```
7
Properties=species:S:1:pos:R:3:forces:R:3
C -0.058 0.193 0.048 0.31 -1.15 -1.06
N -0.021 -0.195 1.217 1.02 0.53 3.23
N 0.009 -0.709 -0.989 0.06 0.64 1.24
F 0.736 1.532 2.106 -1.03 -1.69 -1.00
H -0.112 1.213 -0.044 0.11 2.61 -0.98
H -0.510 -0.413 -1.801 -0.16 -0.77 -0.07
H -0.044 -1.622 -0.537 -0.30 -0.18 -1.35
```
Positions in Å, forces in eV/Å.

Results
- electronic energy (a.u.) = -249.1198
- gap between HOMO and LUMO (alpha / beta) (eV) = 9.0 / 9.3
- energy above the lowest of the compared OMol25 structures with the same formula, charge and spin (kcal per mole) = 92.2
- HOMO energy (alpha / beta) (Eh) = -0.404 / -0.395
- molecular weight (g/mol) = 62.05

=====

Formula: C26H42N10O3
Source: OMol25
Level of theory: ωB97M-V with the def2-TZVPD basis set

The geometry in XYZ format:
```
81
Properties=species:S:1:pos:R:3:forces:R:3
C 2.097 0.070 0.593 0.10 0.46 0.01
C 2.244 0.005 -0.931 -0.10 -0.71 0.30
C 1.413 -1.080 -1.614 0.30 0.50 -0.41
O 0.031 -0.708 -1.606 -0.25 -0.59 0.40
C -0.735 -1.235 -0.568 0.78 0.20 0.15
C -1.552 -0.121 0.121 -0.16 0.55 -0.35
C -1.559 1.166 -0.702 -0.13 -0.16 -0.22
C -2.487 1.118 -1.892 0.03 -0.07 0.56
N -0.888 2.205 -0.418 -0.17 -0.10 0.14
O -1.556 -2.275 -1.144 0.02 0.57 -0.24
C -2.258 -3.029 -0.284 1.11 -0.23 0.36
O -3.434 -3.038 -0.236 -1.65 -0.13 -0.11
H 1.077 -0.101 0.948 0.12 0.02 -0.10
H 2.364 1.083 0.912 -0.04 -0.22 0.14
H 2.774 -0.626 1.098 -0.15 -0.04 -0.10
H 3.302 -0.200 -1.137 -0.16 0.30 -0.20
H 1.931 0.958 -1.369 0.21 -0.09 -0.07
H 1.573 -2.087 -1.208 -0.13 0.14 0.19
H 1.717 -1.116 -2.670 -0.23 -0.05 0.12
H -0.056 -1.682 0.174 -0.32 -0.21 -0.07
H -2.601 -0.404 0.271 0.28 -0.29 0.02
H -1.136 0.089 1.110 0.04 -0.12 -0.16
H -2.616 2.096 -2.353 0.13 -0.14 -0.02
H -3.445 0.737 -1.511 0.03 0.07 -0.33
H -2.100 0.393 -2.615 -0.11 0.18 0.02
H -0.333 2.048 0.428 0.01 0.04 -0.06
H -1.663 -3.691 0.365 0.35 0.14 -0.01
C -2.459 -4.052 3.964 -0.08 -0.11 0.20
C -2.207 -2.807 3.258 -0.05 -0.02 -0.11
N -2.009 -1.842 2.668 0.08 -0.06 0.18
H -3.033 -3.870 4.871 0.00 0.08 -0.03
H -3.025 -4.736 3.335 0.00 0.06 -0.07
H -1.528 -4.542 4.239 0.04 0.03 -0.05
C 5.230 -2.968 -2.138 0.07 0.01 -0.19
C 4.728 -2.899 -0.773 -0.06 0.04 0.03
N 4.319 -2.838 0.297 -0.01 -0.02 0.00
H 4.478 -2.611 -2.840 -0.02 0.03 0.04
H 6.119 -2.348 -2.247 -0.01 0.02 0.05
H 5.489 -3.993 -2.399 -0.02 -0.01 0.06
C 5.587 2.411 2.337 -0.02 0.11 0.21
C 5.318 1.785 1.051 0.01 -0.07 -0.03
N 5.107 1.281 0.043 0.13 0.09 -0.10
H 4.709 2.958 2.680 -0.03 -0.03 -0.05
H 5.834 1.655 3.080 -0.01 -0.05 -0.05
H 6.421 3.105 2.256 0.00 -0.02 -0.06
C -4.391 2.889 0.736 0.24 -0.30 0.06
C -5.194 4.097 0.822 -0.03 0.02 -0.04
N -5.831 5.050 0.890 0.00 0.03 0.01
H -4.743 2.240 -0.065 -0.09 0.11 -0.05
H -3.344 3.123 0.544 -0.04 0.10 -0.04
H -4.447 2.328 1.668 -0.05 0.08 0.03
C 0.574 -0.441 4.638 -0.01 -0.22 0.10
C 0.793 0.798 3.909 0.00 0.02 -0.05
N 0.966 1.767 3.320 0.01 0.05 0.01
H -0.022 -0.258 5.531 -0.01 0.06 -0.02
H 0.045 -1.154 4.008 -0.01 0.08 -0.03
H 1.525 -0.879 4.939 0.03 0.06 -0.03
C 4.958 2.079 -3.614 -0.02 0.22 0.24
C 4.763 0.885 -4.417 0.03 -0.09 -0.16
N 4.609 -0.049 -5.067 -0.01 -0.04 0.11
H 4.173 2.805 -3.821 -0.02 -0.05 -0.04
H 4.921 1.825 -2.556 0.02 -0.04 0.06
H 5.921 2.535 -3.836 0.01 -0.06 -0.03
C -6.534 8.341 0.906 0.02 -0.22 0.06
C -6.719 9.704 0.427 0.00 0.03 0.00
N -6.864 10.778 0.051 0.00 0.00 0.00
H -6.857 7.616 0.163 0.00 0.04 -0.03
H -5.486 8.145 1.125 0.01 0.05 -0.03
H -7.109 8.171 1.815 -0.02 0.06 -0.01
C -2.266 -8.378 1.974 -0.08 -0.11 -0.17
C -1.722 -7.622 3.092 0.03 -0.01 0.05
N -1.293 -7.028 3.975 -0.02 -0.03 -0.04
H -2.855 -7.731 1.326 0.02 0.04 0.04
H -1.462 -8.817 1.386 0.04 0.03 0.04
H -2.908 -9.181 2.335 0.02 0.02 0.06
C 1.243 0.251 -5.873 0.15 -0.17 -0.11
C 0.201 0.941 -5.128 -0.02 -0.01 -0.07
N -0.630 1.484 -4.554 0.01 0.06 -0.01
H 1.506 0.799 -6.776 -0.07 0.07 0.03
H 2.145 0.142 -5.275 0.00 0.01 0.06
H 0.909 -0.744 -6.165 -0.07 0.02 0.04
```
Positions in Å, forces in eV/Å.

Results
- electronic energy (a.u.) = -1789.0793
- gap between HOMO and LUMO (eV) = 9.4
- SMILES = [H]/N=C(/C)C[C@@H](OC=O)OCCC.CC#N.CC#N.CC#N.CC#N.CC#N.CC#N.CC#N.CC#N.CC#N
- energy above the lowest of the compared OMol25 structures with the same formula, charge and spin (kcal per mole) = 0.0
- HOMO energy (Eh) = -0.340
- molecular weight (g/mol) = 542.69

=====

Formula: H5N2OP
Source: OMol25
Level of theory: ωB97M-V with the def2-TZVPD basis set

The geometry in XYZ format:
```
9
Properties=species:S:1:pos:R:3:forces:R:3
N 0.597 -1.067 0.022 0.23 -1.28 -0.26
N 0.283 1.251 0.065 -0.53 3.33 -0.80
O -1.786 -0.267 0.272 4.16 -0.32 0.85
P -0.426 0.020 -0.764 -2.57 0.15 1.27
H 0.121 -1.926 0.295 0.15 0.18 -0.14
H 1.260 -1.276 -0.707 0.67 -0.72 0.09
H 0.130 2.269 -0.145 0.42 -1.76 0.22
H 1.139 0.989 0.486 0.69 0.14 0.73
H -2.557 -0.183 -0.190 -3.22 0.28 -1.96
```
Positions in Å, forces in eV/Å.

Results
- electronic energy (a.u.) = -529.1314
- gap between HOMO and LUMO (eV) = 9.8
- SMILES = NP(N)O
- energy above the lowest of the compared OMol25 structures with the same formula, charge and spin (kcal per mole) = 18.2
- HOMO energy (Eh) = -0.317
- molecular weight (g/mol) = 80.03